Entry 1:
Molecular formula: C5H7NO
Method: DFT, wB97M-V/def2-TZVPD

Summary:
- Maximum force: 5.9 eV/A
- Spin multiplicity: 1
- LUMO level: 0.75 eV
- ΔE to the lowest compared entry with this formula, charge and spin: 5.407 eV

Each line ends with the Löwdin charge.
Atoms and positions in Å:
C 2.806 0.333 0.112  -0.093
C 0.063 -0.096 -0.112  -0.467
C -0.488 1.123 -0.176  -0.053
C -1.902 0.832 0.131  -0.102
C -1.999 -0.530 0.025  -0.198
H 2.935 0.878 -0.897  0.059
H 3.681 -0.643 -0.185  0.143
H 2.886 0.932 1.101  0.077
H 1.868 -1.610 0.107  0.208
H -0.001 2.228 -0.093  0.151
H -2.896 1.339 0.311  0.113
H -3.053 -0.965 -0.459  0.177
N 1.412 -0.490 -0.062  -0.060
O -0.774 -1.088 0.084  0.044

=====

Entry 2:
Molecular formula: C5H7NO
Method: DFT, wB97M-V/def2-TZVPD

Summary:
- Maximum force: 0.5 eV/A
- SMILES string: [H]/N=C\CC#C.C=O
- Spin multiplicity: 1
- LUMO level: 0.84 eV
- ΔE to the lowest compared entry with this formula, charge and spin: 3.426 eV

Each line ends with the Löwdin charge.
Atoms and positions in Å:
H 0.123 1.358 -0.345  0.053
N -0.641 0.679 -0.274  0.108
C -0.207 -0.500 -0.416  -0.231
C 1.233 -0.922 -0.644  -0.182
C 2.162 0.204 -0.556  -0.158
C 2.856 1.183 -0.459  0.119
H -0.934 -1.318 -0.355  0.108
H 1.490 -1.689 0.098  0.121
H 1.306 -1.410 -1.625  0.122
H 3.489 2.039 -0.374  0.032
C -2.715 0.101 1.234  -0.213
O -3.419 -0.614 0.564  -0.029
H -2.840 1.197 1.284  0.076
H -1.902 -0.306 1.867  0.074

=====

Entry 3:
Molecular formula: C5H7NO
Method: DFT, wB97M-V/def2-TZVPD

Summary:
- Maximum force: 3.3 eV/A
- SMILES string: C[C@H](C#N)CC=O
- Spin multiplicity: 1
- LUMO level: 0.69 eV
- ΔE to the lowest compared entry with this formula, charge and spin: 2.365 eV

Each line ends with the Löwdin charge.
Atoms and positions in Å:
C -1.355 -1.294 0.119  -0.069
C -0.362 -0.187 0.472  -0.344
C -0.884 1.169 0.338  -0.169
N -0.652 2.259 0.022  0.184
C 0.913 -0.164 -0.478  -0.102
C 1.638 1.160 -0.286  -0.253
O 1.254 2.219 -0.756  -0.009
H -2.226 -1.263 0.784  0.085
H -0.880 -2.273 0.223  0.082
H -1.707 -1.187 -0.910  0.087
H -0.058 -0.304 1.520  0.144
H 1.550 -1.010 -0.202  0.115
H 0.561 -0.301 -1.503  0.123
H 2.209 1.178 0.659  0.126

=====

Entry 4:
Molecular formula: C5H7NO
Method: DFT, wB97M-V/def2-TZVPD

Summary:
- Maximum force: 2.1 eV/A
- SMILES string: C=C=C/C(O)=N/C
- Spin multiplicity: 1
- LUMO level: 0.52 eV
- ΔE to the lowest compared entry with this formula, charge and spin: 3.852 eV

Each line ends with the Löwdin charge.
Atoms and positions in Å:
C 1.310 -2.456 -0.389  0.030
C 1.263 -1.171 -0.522  -0.118
C 1.338 0.133 -0.450  -0.039
C 0.104 0.746 0.053  -0.456
O 0.057 2.104 0.027  0.073
N -0.880 0.013 0.361  0.032
C -2.112 0.640 0.776  -0.128
H 0.782 -3.154 -1.026  0.069
H 2.410 -2.374 -0.314  0.098
H 2.171 0.687 -0.868  0.113
H 0.890 2.437 -0.329  0.102
H -2.412 1.453 0.103  0.077
H -2.018 1.057 1.786  0.080
H -2.902 -0.116 0.791  0.068

=====

Entry 5:
Molecular formula: C5H7NO
Method: DFT, wB97M-V/def2-TZVPD

Summary:
- Maximum force: 0.3 eV/A
- Spin multiplicity: 1
- LUMO level: 0.46 eV
- ΔE to the lowest compared entry with this formula, charge and spin: 4.353 eV

Each line ends with the Löwdin charge.
Atoms and positions in Å:
C 0.989 1.480 -0.300  -0.062
C -0.135 0.485 -0.315  -0.231
C -1.378 0.665 -1.027  -0.241
O -2.283 -0.170 -0.995  -0.008
C -0.965 -1.840 0.254  0.196
C -0.143 -0.746 0.255  -0.401
N 0.736 -1.539 1.065  0.101
H 1.104 1.960 -1.280  0.076
H 1.943 0.995 -0.061  0.072
H 0.831 2.279 0.436  0.075
H -1.485 1.580 -1.642  0.126
H -1.695 -1.980 1.051  0.065
H 0.991 -1.148 1.963  0.119
H 1.489 -2.021 0.595  0.112

=====

Entry 6:
Molecular formula: C5H7NO
Method: DFT, wB97M-V/def2-TZVPD

Summary:
- Maximum force: 3.0 eV/A
- Spin multiplicity: 1
- LUMO level (spin up / spin down): -0.82 / -1.26 eV
- ΔE to the lowest compared entry with this formula, charge and spin: 4.834 eV

Each line ends with the Löwdin charge.
Atoms and positions in Å:
C 0.527 -1.928 0.147  -0.102
C 0.870 -0.450 0.040  -0.233
C -0.252 0.484 0.319  -0.066
C -0.172 1.948 0.084  -0.160
O -1.573 2.030 -0.182  -0.017
C -1.727 0.614 -0.140  -0.411
N -2.482 -0.205 -0.651  0.252
H 0.246 -2.173 1.174  0.079
H 1.375 -2.556 -0.145  0.073
H -0.323 -2.155 -0.502  0.071
H 1.706 -0.179 0.709  0.125
H 1.254 -0.203 -0.968  0.127
H 0.160 2.550 0.935  0.128
H 0.389 2.222 -0.820  0.134

=====

Entry 7:
Molecular formula: C5H7NO
Method: DFT, wB97M-V/def2-TZVPD

Summary:
- Maximum force: 1.3 eV/A
- Spin multiplicity: 1
- LUMO level: -0.25 eV
- ΔE to the lowest compared entry with this formula, charge and spin: 2.325 eV

Each line ends with the Löwdin charge.
Atoms and positions in Å:
C 1.299 0.761 0.547  -0.087
C -0.179 0.828 0.803  -0.118
C -1.164 0.696 -0.100  -0.093
C -0.929 0.371 -1.512  -0.256
O 0.047 -0.244 -1.914  0.005
C 0.131 -3.026 1.237  -0.077
N 0.067 -2.385 0.257  0.044
H 1.639 -0.274 0.451  0.067
H 1.850 1.210 1.376  0.076
H 1.567 1.270 -0.383  0.085
H -0.482 1.040 1.828  0.108
H 0.060 -1.779 -0.552  0.026
H -2.199 0.844 0.197  0.101
H -1.706 0.688 -2.235  0.120

=====

Entry 8:
Molecular formula: C5H7NO
Method: DFT, wB97M-V/def2-TZVPD

Summary:
- Maximum force: 0.3 eV/A
- SMILES string: C(=C1CN1)=C1CO1.[H][H]
- Spin multiplicity: 1
- LUMO level: 0.98 eV
- ΔE to the lowest compared entry with this formula, charge and spin: 6.005 eV

Each line ends with the Löwdin charge.
Atoms and positions in Å:
C -0.180 0.478 -0.201  0.110
C 0.527 0.960 -1.173  -0.290
C 1.630 0.896 -2.122  -0.095
N 0.623 1.986 -2.120  0.056
C -0.875 -0.046 0.754  -0.294
C -1.853 -0.905 1.367  -0.059
O -1.019 0.033 2.110  -0.015
H 1.579 0.130 -2.895  0.106
H 2.630 1.211 -1.833  0.101
H -0.063 1.923 -2.867  0.107
H -1.615 -1.953 1.546  0.103
H -2.910 -0.643 1.333  0.112
H 0.594 -1.705 3.011  0.020
H 0.933 -2.364 3.091  0.038

=====

> Which formula does entry 4 have?

C5H7NO